No. 1
This record from OMol25 describes the molecule C4H12N2O in a non-equilibrium geometry. The level of theory is ωB97M-V/def2-TZVPD.

orbital gap: 9.3 eV
energy relative to the best compared isomer or geometry (same formula, charge and spin): 55.86 kcal/mol
E_LUMO: 0.98 eV
SMILES: CNCCNCO

Positions of all 19 atoms, in Å:
C 1.2257 -2.4185 -1.2002
N 0.4884 -1.7173 -0.1708
C 1.0460 -0.5827 0.5125
C -0.0729 0.4313 0.8549
N -0.5991 0.9900 -0.3846
C -1.2812 2.2260 -0.2454
O -2.3075 2.2067 0.8465
H 2.2465 -2.3077 -0.8023
H 1.1088 -3.5046 -1.2387
H 1.1760 -1.9745 -2.2065
H -0.5127 -1.7208 -0.2266
H 1.4189 -0.9457 1.4959
H 1.8727 -0.0175 0.0724
H 0.5386 1.2136 1.3146
H -0.7209 0.1331 1.6732
H -1.1143 0.3361 -0.9480
H -2.0428 2.3766 -1.0057
H -0.6118 3.0519 -0.0332
H -1.8582 2.2242 1.6922

No. 2
This record from OMol25 describes the molecule C4H12N2O in a non-equilibrium geometry. The level of theory is ωB97M-V/def2-TZVPD.

orbital gap: 9.7 eV
energy relative to the best compared isomer or geometry (same formula, charge and spin): 59.28 kcal/mol
E_LUMO: 0.84 eV
SMILES: CCNCNCO

Positions of all 19 atoms, in Å:
C -0.6589 1.0680 -1.6796
C 0.6744 1.3576 -1.0093
N 1.5135 0.7246 0.3024
C 0.5704 0.4612 1.3389
N -0.6065 -0.2375 0.7778
C -0.4343 -1.6247 0.4454
O -0.8748 -2.4295 1.5268
H -0.8070 1.7872 -2.4994
H -1.4741 1.2108 -0.9886
H -0.6771 0.0677 -2.1155
H 0.6775 2.3842 -0.6364
H 1.4606 1.2701 -1.7631
H 1.9287 -0.1441 -0.0164
H 1.0383 -0.1484 2.1323
H 0.2004 1.4105 1.7327
H -1.4401 -0.1299 1.3470
H -1.0305 -1.8510 -0.4551
H 0.6238 -1.8222 0.2189
H -0.6843 -3.3546 1.3412

No. 3
This record from OMol25 describes a structure of composition C4H12N2O in a non-equilibrium geometry. The level of theory is ωB97M-V/def2-TZVPD.

orbital gap: 8.9 eV
energy relative to the best compared isomer or geometry (same formula, charge and spin): 78.20 kcal/mol
E_LUMO: 0.82 eV

Positions of all 19 atoms, in Å:
C 1.1483 0.3536 -0.4394
C 1.1749 1.3025 0.7526
N 2.2084 -0.6499 -0.4624
H 3.1298 -0.2194 -0.4472
H 2.1541 -1.2127 0.3821
H 1.2729 0.9477 -1.3585
H -0.0957 -0.0148 -0.8884
H 0.9205 0.7653 1.6691
H 2.1595 1.7605 0.8933
H 0.4528 2.1127 0.6262
C -2.4039 0.2093 -0.1919
N -1.3747 -0.7028 -0.6891
C -0.5309 -1.3668 0.3448
O -0.6426 -1.1671 1.5294
H -1.7124 -1.3339 -1.4091
H 0.0749 -2.1497 -0.1324
H -2.8090 0.7855 -1.0238
H -1.9319 0.8998 0.5056
H -3.1949 -0.3196 0.3394

No. 4
This record from OMol25 describes a cluster of 2 separate species, C4H12N2O in total in a non-equilibrium geometry. The level of theory is ωB97M-V/def2-TZVPD.

orbital gap: 8.5 eV
energy relative to the best compared isomer or geometry (same formula, charge and spin): 129.48 kcal/mol
E_LUMO: 0.62 eV

Positions of all 19 atoms, in Å:
C -0.7330 1.1482 -0.2495
C 0.1744 0.9595 0.8348
C 0.8457 -2.2434 0.7114
C -2.1424 1.6343 -0.0029
N 0.5517 -0.9649 0.0799
N 1.4827 -0.6777 -0.9932
O -0.1921 1.7001 -1.4331
H 0.5578 1.1243 -1.6635
H -0.6711 -0.1202 -0.3692
H 1.4521 -1.4383 -1.6738
H 2.4377 -0.6621 -0.6306
H -0.2186 0.6967 1.8086
H 1.1947 1.3174 0.7763
H 0.1160 -2.4215 1.5038
H 1.8543 -2.2666 1.1514
H 0.7825 -3.0712 -0.0104
H -2.5542 1.2009 0.9096
H -2.7817 1.3614 -0.8424
H -2.1565 2.7229 0.0925

The lowest E_LUMO belongs to which entry?
number 4

Number 2 is which compound?
C4H12N2O

Among the records above, which one has the highest energy relative to the best compared isomer or geometry (same formula, charge and spin)?
number 4